(1)
ORCA calculation (ωB97M-V/def2-TZVPD) on a cluster of 2 separate species, C30H26ClNO6S in total in a non-equilibrium geometry.

Geometry as XYZ:
```
65
Properties=species:S:1:pos:R:3:forces:R:3
O -9.530299 -1.259013 -1.122609 1.26 1.87 0.01
N -8.909159 -0.171361 -1.116100 -3.06 -0.03 -0.43
O -9.497228 0.932667 -1.171187 1.36 -1.90 0.10
C -7.479223 -0.206129 -1.029144 2.06 0.04 0.39
C -6.745990 0.997206 -0.946318 -0.55 -0.63 0.08
C -5.378077 0.949215 -0.670459 -0.08 -0.11 -0.39
C -4.697832 -0.274863 -0.555491 -0.67 -0.12 0.09
S -2.895610 -0.294076 -0.191136 1.03 0.24 -1.16
C -1.758053 -0.377561 -1.574690 -0.97 -1.17 1.49
Cl -1.302640 1.167276 -2.160294 -0.09 1.02 -0.79
O -2.683510 1.008736 0.396641 -0.08 -0.02 0.50
O -2.716537 -1.504256 0.582402 -0.24 -0.15 0.00
C -5.450237 -1.463540 -0.618229 -0.04 0.22 -0.42
C -6.818470 -1.446174 -0.895315 -0.40 0.61 0.09
H -7.283561 1.940991 -1.080630 0.32 -0.37 0.22
H -4.857923 1.889437 -0.532142 0.20 -0.18 -0.10
H -2.041567 -1.112018 -2.332991 0.02 0.30 0.11
H -4.982709 -2.423810 -0.440851 0.19 0.11 -0.09
H -7.411338 -2.361353 -0.989265 0.36 0.37 0.21
C 2.618558 5.317256 4.682930 0.40 0.12 -0.38
O 3.325949 5.133875 3.438499 -0.29 -0.87 -0.07
C 3.134532 3.950051 2.787671 -0.37 -0.23 0.07
C 3.588093 3.859555 1.450391 -0.10 0.03 0.45
C 3.353739 2.721696 0.703048 -0.33 -0.27 0.17
C 2.637422 1.634391 1.256233 0.16 0.04 -0.07
C 2.290256 0.434805 0.474770 -1.08 -0.23 -0.70
C 1.902597 0.566915 -0.887766 0.24 0.30 0.61
C 1.600615 -0.451602 -1.786926 1.06 -0.38 0.27
C 1.806169 -0.323236 -3.210317 -0.20 0.22 -0.64
C 1.844963 -1.484815 -4.031776 -0.48 0.67 0.11
C 1.876109 -1.345592 -5.422913 0.36 -0.51 0.35
C 1.978241 -0.087242 -6.020957 -0.26 -0.07 0.55
C 2.026019 1.044830 -5.206836 0.33 0.27 0.61
C 1.980112 0.945350 -3.812384 -0.37 -0.54 -0.41
C 2.277155 -0.867333 1.126411 0.03 -0.06 0.65
C 3.245164 -1.207435 2.104524 -0.13 0.36 -0.10
C 3.240009 -2.430786 2.729084 -0.34 -0.73 -0.15
C 2.272227 -3.401588 2.361940 -0.15 0.15 -0.03
O 2.358273 -4.608077 2.988819 -0.41 0.58 -0.66
C 1.374164 -5.613408 2.662748 0.42 0.31 0.26
C 1.273944 -3.066422 1.416176 0.57 -0.43 0.52
C 1.276237 -1.807768 0.847751 -0.03 0.04 -0.08
C 2.191642 1.740194 2.589199 0.16 -0.38 -0.16
C 2.463335 2.849904 3.371349 0.27 0.55 -0.41
H 2.923846 6.321795 4.975461 -0.21 -0.18 0.23
H 1.532342 5.266153 4.534632 0.23 0.01 -0.06
H 2.919445 4.579613 5.439032 0.04 0.26 -0.18
H 4.111004 4.705816 1.021534 -0.02 -0.03 0.07
H 3.713864 2.647176 -0.325128 -0.03 0.12 0.34
H 1.952735 1.596033 -1.261338 -0.04 -0.51 0.06
H 1.387889 -1.475645 -1.460622 0.35 0.57 -0.05
H 1.816826 -2.470290 -3.544624 -0.16 0.46 -0.38
H 1.848641 -2.249080 -6.036967 0.05 0.34 0.14
H 2.002315 0.008846 -7.104380 0.00 -0.02 0.24
H 2.126601 2.035252 -5.636137 -0.03 -0.12 -0.12
H 2.027455 1.831809 -3.172881 -0.13 -0.29 -0.54
H 4.010517 -0.479769 2.367028 -0.12 -0.12 -0.06
H 3.975300 -2.693224 3.489862 -0.17 0.08 -0.25
H 1.693337 -6.445392 3.292387 -0.34 -0.06 -0.28
H 0.362268 -5.280162 2.929022 0.26 -0.06 0.01
H 1.402359 -5.879983 1.596543 0.11 0.04 0.30
H 0.517937 -3.789726 1.117665 0.07 0.28 0.21
H 0.453696 -1.528789 0.199491 -0.14 -0.04 0.06
H 1.574824 0.941018 3.002041 0.29 0.13 -0.06
H 2.151248 2.863634 4.413501 -0.09 0.07 -0.37
```
Positions in Å, forces in eV/Å.

LUMO level = -2.57 eV
energy above the lowest of the compared OMol25 structures with the same formula, charge and spin = 32.7 kcal/mol
highest occupied orbital energy = -6.5 eV

=====

(2)
ORCA calculation (ωB97M-V/def2-TZVPD) on a structure of composition C3H6N2OS2 in a non-equilibrium geometry.

Geometry as XYZ:
```
14
Properties=species:S:1:pos:R:3:forces:R:3
C 0.980731 0.893114 -0.390746 -3.10 -2.58 0.03
C 2.253178 1.513650 -0.064959 2.06 2.11 -0.61
C -1.675664 -2.069535 0.353665 -1.04 4.35 -3.06
N -0.184648 1.433967 -0.376912 2.15 1.86 -0.30
N -0.878250 -0.946144 -0.875924 -0.86 -1.75 1.89
O -2.147912 0.622867 0.804717 -1.05 0.21 1.78
S 0.833782 -0.899844 -0.602187 0.03 0.44 -0.09
S -1.606601 0.658490 -0.518238 0.85 -0.77 -1.62
H 3.063536 0.887218 0.322043 -0.53 -0.37 -0.26
H 2.066067 2.265985 0.690331 -0.23 0.10 0.37
H 2.733556 2.158710 -0.881615 -0.95 -1.17 0.61
H -0.903094 -2.124513 1.022732 1.38 -0.14 2.04
H -2.565188 -1.413463 0.586983 1.30 -1.18 0.33
H -1.969491 -2.980498 -0.069887 0.00 -1.10 -1.11
```
Positions in Å, forces in eV/Å.

LUMO level = 0.31 eV
energy above the lowest of the compared OMol25 structures with the same formula, charge and spin = 94.0 kcal/mol
highest occupied orbital energy = -8.7 eV

=====

(3)
ORCA calculation (ωB97M-V/def2-TZVPD) on the molecule C4H9NOS in a non-equilibrium geometry.

Geometry as XYZ:
```
16
Properties=species:S:1:pos:R:3:forces:R:3
O -3.047289 -1.018561 -0.379598 -0.58 -0.12 -0.20
C -1.981835 -1.184909 0.120108 1.16 1.54 0.17
C -0.868077 -0.123296 0.239588 0.42 0.56 -0.77
C 0.247068 -0.663722 -0.657551 0.98 -1.25 0.52
C 1.573519 0.093232 -0.756631 1.46 2.27 -2.58
S 2.201082 0.691471 0.859524 0.79 -0.40 0.15
N -1.229127 1.226068 -0.132797 1.43 2.96 -1.58
H -1.597219 -2.129492 0.502142 -0.28 -0.82 0.20
H -0.543062 -0.094786 1.290525 -0.02 -0.18 -0.18
H 0.477284 -1.676756 -0.254682 0.05 0.36 -0.55
H -0.122303 -0.753333 -1.682225 -0.15 -0.18 0.05
H 1.506082 1.100182 -1.444423 -0.33 -2.42 1.60
H 2.374867 -0.487229 -1.359374 -1.39 0.59 1.37
H 3.574448 0.537854 0.746191 -1.19 -0.01 -0.26
H -0.363218 1.903908 -0.087193 -1.90 -1.90 0.74
H -1.366032 1.374288 -1.170065 -0.47 -1.02 1.32
```
Positions in Å, forces in eV/Å.

LUMO level = 0.55 eV
energy above the lowest of the compared OMol25 structures with the same formula, charge and spin = 49.3 kcal/mol
highest occupied orbital energy = -9.4 eV

=====

(4)
ORCA calculation (ωB97M-V/def2-TZVPD) on the molecule C4H11NO2 in a non-equilibrium geometry.

Geometry as XYZ:
```
18
Properties=species:S:1:pos:R:3:forces:R:3
C 0.811723 1.265279 1.154267 -1.01 0.54 -0.39
O 2.177265 1.537630 1.232422 0.72 0.00 0.30
C 0.521154 0.177968 0.124606 1.12 -0.14 0.20
C -0.813356 -0.537785 0.238291 -0.36 0.32 -0.62
C -0.805580 -1.855261 -0.501770 -0.81 -0.94 0.06
O -1.793991 0.345014 -0.350399 0.03 -0.16 0.28
N 0.816268 0.759499 -1.191087 -0.28 0.14 0.24
H 0.267393 2.162335 0.855278 -0.16 0.27 -0.21
H 0.427784 1.072693 2.155320 0.27 -0.53 0.07
H 1.326712 -0.544886 0.285529 -0.20 -0.32 0.14
H -1.084927 -0.710170 1.276780 0.15 0.02 0.31
H -1.826964 -2.230655 -0.600173 -0.25 0.30 -0.19
H -0.364314 -2.698214 0.034888 0.64 0.39 0.10
H -0.407647 -1.792414 -1.510378 0.19 0.10 -0.03
H -2.668756 -0.028057 -0.185126 0.17 0.09 -0.07
H 0.040001 1.355579 -1.446674 -0.10 0.19 -0.06
H 0.857981 0.054953 -1.910385 0.13 -0.24 -0.09
H 2.519255 1.666494 0.338610 -0.25 -0.02 -0.04
```
Positions in Å, forces in eV/Å.

LUMO level = 0.73 eV
energy above the lowest of the compared OMol25 structures with the same formula, charge and spin = 25.7 kcal/mol
highest occupied orbital energy = -9.6 eV

=====

(5)
ORCA calculation (ωB97M-V/def2-TZVPD) on a structure of composition C43H53F3N6PTi.

Geometry as XYZ:
```
107
Properties=species:S:1:pos:R:3:forces:R:3
Ti -0.643172 -0.430401 -0.541512 -0.02 0.49 -0.19
C -3.444998 0.938843 -1.601235 0.02 0.02 -0.05
C -2.710740 1.138965 -0.303307 0.11 0.02 0.08
C -1.774517 2.173891 -0.186631 -0.12 -0.02 0.00
C -1.276127 2.566459 1.062622 -0.07 -0.03 -0.01
C -0.417922 3.784751 1.227055 0.05 0.00 -0.03
C -1.656545 1.836931 2.182189 0.02 -0.02 0.04
C -2.521698 0.747464 2.095323 0.03 -0.02 -0.08
C -2.959943 0.017568 3.330466 -0.02 -0.05 0.02
C -3.030070 0.394223 0.841897 0.04 -0.07 -0.08
H -4.099397 1.796639 -1.765307 -0.02 -0.01 -0.01
H -4.051013 0.038186 -1.584324 -0.04 0.00 -0.01
H -2.766267 0.888730 -2.456693 0.01 0.01 -0.02
H -1.544649 2.761264 -1.067742 -0.04 0.08 0.05
H -0.828248 4.425396 2.007947 0.00 0.00 -0.01
H -0.353795 4.362323 0.307474 -0.01 0.00 0.01
H 0.592616 3.505995 1.532470 -0.01 0.01 0.02
H -1.292399 2.142677 3.157853 0.01 0.00 -0.02
H -3.859185 0.484876 3.737311 0.00 0.01 -0.01
H -2.200604 0.049693 4.112021 0.01 0.01 -0.01
H -3.207438 -1.022077 3.115802 0.00 0.02 0.02
H -3.743259 -0.416990 0.757558 -0.07 0.02 0.01
C 3.386924 -0.349919 -3.956887 -0.01 0.01 -0.04
C 2.605330 -0.197190 -2.649668 0.07 0.02 -0.01
C 3.277608 -0.930257 -1.485471 0.04 -0.05 0.04
P 0.812337 -0.600895 -2.676553 -0.13 -0.07 0.17
C 0.015770 -0.033287 -4.237427 -0.01 -0.02 -0.12
C 0.056171 1.481442 -4.426734 0.01 0.06 -0.02
C 0.458604 -0.775874 -5.500207 0.04 0.01 -0.04
C 0.581800 -2.392073 -2.697059 0.09 -0.20 -0.12
C 1.476017 -3.324358 -3.230716 -0.06 -0.01 0.02
C 1.206078 -4.685262 -3.216763 0.01 0.00 0.00
C 2.159628 -5.682318 -3.810447 0.04 -0.01 -0.04
C -0.002191 -5.102211 -2.654692 -0.01 -0.02 0.01
C -0.901427 -4.204446 -2.110085 0.12 0.03 -0.07
C -0.608592 -2.839789 -2.115330 -0.17 0.06 0.22
N -1.472139 -1.903581 -1.457846 0.16 -0.04 0.12
C -2.862733 -2.317028 -1.389787 -0.02 0.06 -0.01
C -3.659858 -2.261687 -2.547537 0.01 -0.01 0.12
C -3.123547 -1.842823 -3.886407 0.03 0.01 -0.05
C -4.998043 -2.617392 -2.455089 0.03 -0.01 -0.04
C -5.570176 -3.053915 -1.265623 -0.04 0.00 0.00
C -7.022582 -3.427983 -1.203502 -0.05 -0.02 0.02
C -4.743178 -3.177516 -0.160207 0.06 0.00 0.03
C -3.391774 -2.841735 -0.203124 -0.06 0.02 -0.17
C -2.547975 -3.129259 1.003147 0.08 0.00 0.11
H 4.441273 -0.144186 -3.763184 -0.01 0.01 0.02
H 3.051322 0.359885 -4.711102 0.01 0.00 0.01
H 3.326732 -1.346341 -4.389781 0.00 -0.01 0.02
H 2.601951 0.869223 -2.412821 -0.01 -0.01 0.02
H 3.474527 -1.974309 -1.733362 -0.02 0.00 0.01
H 2.679380 -0.902456 -0.571268 -0.01 0.02 -0.02
H 4.237099 -0.459114 -1.262656 0.01 -0.03 -0.03
H -1.022634 -0.310218 -4.050606 -0.08 -0.02 0.05
H 1.075861 1.872268 -4.462837 -0.02 -0.02 0.01
H -0.490301 2.009947 -3.642002 0.00 -0.05 -0.06
H -0.424194 1.734591 -5.373024 0.02 0.01 0.01
H 1.417773 -0.417530 -5.870664 -0.02 -0.01 0.01
H -0.278139 -0.601189 -6.286194 0.01 0.01 0.00
H 0.529139 -1.853222 -5.349970 -0.02 0.01 0.01
H 2.403748 -2.989142 -3.673008 0.00 0.01 -0.02
H 3.075729 -5.204078 -4.154426 -0.01 0.00 0.01
H 1.705082 -6.186032 -4.664989 0.01 -0.01 0.01
H 2.429834 -6.451169 -3.085555 -0.01 0.01 0.00
H -0.238990 -6.160020 -2.640133 -0.01 0.01 0.00
H -1.824983 -4.559843 -1.673669 -0.02 0.01 0.00
H -3.708258 -2.302452 -4.682059 -0.02 0.02 0.02
H -2.087489 -2.144159 -4.026964 0.01 -0.02 -0.02
H -3.191077 -0.761409 -4.024875 0.01 0.04 0.00
H -5.610224 -2.566828 -3.349736 0.01 -0.01 0.02
H -7.262270 -4.177252 -1.959128 0.00 0.01 0.01
H -7.658371 -2.561472 -1.392979 0.02 0.00 0.00
H -7.287409 -3.833328 -0.228360 0.00 0.01 -0.01
H -5.148355 -3.582321 0.760992 0.01 0.00 -0.02
H -3.099495 -3.752213 1.706437 0.01 0.00 -0.02
H -1.630443 -3.655919 0.737827 0.02 -0.01 -0.03
H -2.261662 -2.223320 1.536735 0.04 0.08 0.03
N 3.029587 2.950203 -0.184931 -0.03 -0.08 -0.03
C 2.272095 3.397427 -1.235843 0.03 0.08 0.01
C 1.215706 2.550414 -1.295809 -0.12 -0.01 -0.05
N 1.304202 1.588312 -0.312530 -0.13 -0.35 0.10
C 2.417931 1.859742 0.347256 -0.05 0.13 -0.03
C 2.955047 1.164414 1.507338 0.14 -0.08 0.00
N 2.275188 0.383401 2.307610 0.02 0.11 0.06
C 3.163071 -0.041249 3.262713 -0.03 -0.04 0.00
C 4.395208 0.493138 3.033716 0.05 0.06 -0.11
N 4.255682 1.262638 1.907009 -0.04 -0.03 0.09
H 3.854830 3.409773 0.159508 0.02 0.01 0.08
H 2.545102 4.263563 -1.814280 -0.03 -0.04 0.00
H 0.401775 2.571387 -1.998167 0.10 0.01 0.07
H 2.868741 -0.701787 4.062424 0.01 0.03 -0.02
H 5.337687 0.401975 3.545511 -0.04 -0.02 0.02
H 5.007248 1.761565 1.463487 0.02 -0.01 -0.06
F 1.004112 -3.981537 5.235649 0.03 -0.07 0.01
C 1.383398 -4.408991 4.029500 0.00 0.03 -0.01
F 0.783504 -5.577218 3.782742 0.01 -0.02 0.04
F 2.705832 -4.615400 4.049633 -0.01 -0.03 0.04
C 1.035852 -3.404869 2.955272 -0.02 0.02 0.06
C 1.325713 -3.704124 1.632509 0.04 0.10 -0.08
C 0.989203 -2.782443 0.665113 0.01 -0.14 -0.04
N 0.384261 -1.618710 0.951281 0.11 0.04 -0.05
C 0.167621 -1.320859 2.236075 -0.13 -0.07 0.09
C 0.454675 -2.192369 3.270955 0.03 0.03 -0.11
H 1.797092 -4.635059 1.348275 0.00 0.00 0.04
H 1.187569 -2.987175 -0.377265 0.00 -0.01 -0.02
H -0.257352 -0.352529 2.443998 -0.06 0.00 0.01
H 0.233755 -1.913109 4.291110 0.00 -0.04 0.00
```
Positions in Å, forces in eV/Å.

spin multiplicity = 2
LUMO level (alpha / beta) = -5.62 / -5.42 eV
<S²> = 0.762
highest occupied orbital energy (alpha / beta) = -12.9 / -13.0 eV
total charge = +2